C25H22I2MoN4O3STe4 as an isolated structure. Source: the OMol25 dataset; level of theory: ωB97M-V/def2-TZVPD.

Cartesian coordinates (Å):
C 2.865 -3.320 -3.990
H -0.531 -2.106 2.083
C 1.638 -3.537 -6.064
H 0.341 -1.057 -4.127
C 1.670 2.285 -0.772
S 2.186 -1.509 -2.035
H 3.654 -3.638 -3.320
Te -2.136 -0.339 -2.014
H -0.395 -5.874 -1.058
H 1.108 -4.111 -1.945
C 2.017 -2.294 -3.610
C 2.682 3.186 -0.543
C 0.407 -1.679 2.437
C 2.370 -0.435 1.585
H 1.860 -3.613 -8.192
H -0.694 2.094 6.052
N 0.645 -1.410 -1.484
H 4.091 1.538 2.035
O 2.635 -0.163 -2.233
Te -1.495 2.697 -0.171
C 0.127 -0.587 3.418
C 1.420 -4.209 -7.389
H 0.358 -4.315 -7.605
H 0.994 2.437 -1.602
C -0.462 1.331 5.322
H 3.333 -4.735 -5.523
C -0.801 1.539 3.996
Mo -0.216 0.014 -0.187
C 3.544 2.974 0.522
C 3.403 1.799 1.241
H 0.008 -2.159 -6.313
C 0.809 -2.488 -5.663
C 2.672 -3.933 -5.218
H 0.973 -1.707 5.025
C -0.520 0.594 2.978
Te -1.845 1.427 -3.975
H 2.770 4.053 -1.181
H -2.772 -2.781 0.726
C -0.035 -2.517 -1.064
Te -1.358 3.768 -2.663
N 1.461 1.189 -0.013
C 0.175 0.164 5.697
C -1.703 -4.463 -0.085
N -1.100 -2.171 -0.299
C 0.471 -0.788 4.745
I -1.821 3.331 3.585
C -0.596 -4.832 -0.849
C 0.993 -1.865 -4.443
N 1.158 -1.206 1.257
H 1.451 -2.015 0.720
I 0.657 -0.188 7.714
H 0.957 -2.476 2.946
H 3.246 -0.977 1.222
H 1.879 -5.197 -7.414
H -2.380 -5.204 0.314
O -0.860 0.772 1.716
O 2.957 -2.357 -1.152
C 2.385 0.918 0.928
C 0.245 -3.863 -1.350
H 4.318 3.686 0.774
C -1.915 -3.129 0.162
H 2.469 -0.317 2.663

Properties
Total charge = 0
ΔE to the lowest compared entry with this formula, charge and spin = 20.88 kcal/mol
Expectation value of S² = 2.100
Orbital gap (spin up / spin down) = 5.639 / 5.564 eV
Multiplicity = 3